[1]
Computed, not measured: a structure of composition C33H48Cl2MnN3OP2, with ωB97M-V with the def2-TZVPD basis set.

The expectation value of S² is 1.11. Its max |F| is 0.94 eV Å⁻¹. The calculation puts the gap between HOMO and LUMO (alpha / beta) at 7.208 / 7.200 eV. The HOMO energy (alpha / beta) comes out at -0.3468 / -0.3482 Ha.

```
! wB97M-V def2-TZVPD RIJCOSX def2/J DEFGRID3
* xyz 1 2
H -2.986 0.814 1.927
C 0.402 -0.205 -5.539
H 4.753 1.659 1.367
H -1.873 1.937 1.146
Cl 0.464 2.019 -0.413
H 0.113 -5.664 -1.319
C -3.202 2.032 -1.325
C 2.971 0.737 3.113
O 0.710 -2.535 -0.525
H -0.019 3.289 4.372
C 1.999 -0.858 4.564
C 3.085 1.746 -2.357
C -2.422 -2.684 -2.271
H -3.568 2.383 1.354
H -4.208 -2.187 0.488
H -2.552 -0.677 -2.946
H 1.144 -4.455 -2.956
C 0.042 -4.815 -0.643
C 1.944 -2.468 -2.941
H 1.982 -1.384 5.510
H 4.432 1.845 -0.355
H 1.665 -1.939 -5.541
C -2.188 -1.537 0.779
C -2.891 1.555 1.133
C 0.948 -1.044 3.693
H 4.074 4.892 1.457
H 3.741 1.024 -2.875
C 0.876 3.248 3.750
C -4.451 -1.206 -2.153
C -0.908 -2.822 2.335
C -0.284 0.676 -4.723
C -1.009 -1.661 1.552
H -0.668 4.819 2.433
C 3.067 -0.019 4.259
C -3.221 0.963 -0.232
Cl 2.763 -0.143 -0.663
H 1.380 4.207 3.845
C -3.288 -2.354 1.032
C 1.106 -1.233 -4.940
H 2.535 -2.055 -2.125
C 1.117 -1.365 -3.558
H -2.850 -3.347 -1.518
H -0.347 2.211 2.356
H 2.623 -2.855 -3.698
H 2.131 1.642 -2.911
H 2.819 3.487 -0.106
H -2.708 -3.057 -3.256
C -0.238 0.473 -3.358
H 0.134 -1.666 4.020
H 0.391 -0.094 -6.615
H 3.906 0.097 4.929
H -2.244 2.558 -1.333
C 3.330 4.215 1.876
N -0.024 -0.657 1.431
H -1.871 -4.532 3.165
H 2.435 4.794 2.076
C 1.879 0.593 2.246
C 0.661 -3.569 -1.196
H -0.846 1.508 -5.124
H -4.914 -1.810 -1.373
H -0.915 3.994 0.901
N 1.172 -3.597 -2.432
H 0.575 4.876 1.192
H 5.228 3.137 0.541
H -4.081 -4.016 2.140
H -3.370 1.616 -2.321
H -4.848 -0.195 -2.084
C 0.434 2.979 2.303
H -4.779 -1.617 -3.110
C -0.172 4.233 1.659
P 1.653 2.050 1.277
C 4.460 2.363 0.594
H -4.218 0.517 -0.178
H -0.779 1.140 -2.698
P -2.085 -0.432 -0.648
C -3.218 -3.397 1.939
H 3.705 1.508 2.936
H -1.338 -2.728 -2.197
H -3.980 2.776 -1.144
H 0.540 -5.053 0.297
H 3.721 3.842 2.823
Mn 0.342 -0.501 -0.581
C 0.900 -0.436 2.411
C 3.130 3.079 0.863
C -1.991 -3.661 2.533
C -2.924 -1.255 -2.092
H 0.042 -3.097 2.766
N 0.440 -0.516 -2.763
H 1.519 2.472 4.159
H -1.003 -4.609 -0.411
*
```

---

[2]
Computed, not measured: a structure of composition C33H48N10O2PRbSiTe at a distorted geometry, with ωB97M-V with the def2-TZVPD basis set.

Its max |F| is 1.14 eV Å⁻¹. The calculation puts the gap between HOMO and LUMO (alpha / beta) at 3.734 / 3.691 eV. The HOMO energy (alpha / beta) comes out at -0.0034 / -0.0018 Ha.

```
! wB97M-V def2-TZVPD RIJCOSX def2/J DEFGRID3
* xyz -2 1
H -3.145 0.470 -2.372
H -0.205 1.278 1.629
N -3.583 0.442 -0.328
H -2.039 2.865 1.061
H -0.755 4.856 -2.057
H -2.295 1.735 -1.443
H -1.765 -3.584 -3.350
Si 1.321 3.109 -0.717
C 1.084 -6.579 -0.309
H -1.502 5.648 -0.651
C 1.906 3.196 -2.536
H -1.422 3.871 -0.759
C 0.282 4.812 1.248
C 1.455 2.187 -3.390
H 1.327 -3.315 4.265
H 2.976 3.067 -6.287
H -1.964 -4.888 1.411
Te 3.276 -2.771 -2.957
H 3.814 4.870 -4.813
C 3.091 1.850 1.100
H -3.887 -2.471 3.051
H 6.131 2.440 2.478
N -4.320 -0.731 1.895
C 2.233 -5.828 -0.944
P -2.934 -0.184 1.077
H -0.705 -5.627 -4.325
C -0.217 -6.297 -1.128
H -0.620 -0.191 2.549
C -0.885 4.797 -0.971
H 1.478 1.327 -5.357
C 4.225 1.646 1.873
C -4.378 -2.174 2.115
N -0.112 -6.442 -2.563
C -4.822 1.177 -0.407
N 1.820 -5.353 1.749
H -1.793 0.052 -1.314
H -4.244 -0.074 3.920
N 2.096 -3.550 0.051
H -0.195 3.889 1.584
H 3.909 4.818 -0.283
H -0.998 -7.005 -0.744
H -5.475 0.894 0.418
H 2.193 6.153 -0.197
C 0.685 -6.034 1.080
C 5.241 2.592 1.879
Rb 0.428 -1.500 -0.389
H 0.797 1.426 -2.982
O 0.345 1.922 -0.444
C -4.855 0.020 3.013
H -2.487 2.958 2.772
C 2.677 3.103 -5.246
C 0.479 4.801 -0.272
H -0.673 1.388 3.352
H -3.697 2.488 1.572
H -0.341 5.660 1.565
C -0.855 0.862 2.409
H 1.349 6.135 -1.759
C -0.069 -4.738 0.748
C 3.145 4.113 -4.417
C -2.645 2.400 1.844
C 1.372 -3.748 3.270
H -5.858 -0.355 3.236
N 1.591 -5.106 3.141
H -5.425 -2.492 2.159
H 2.300 1.108 1.100
N 1.206 -3.080 2.204
C 2.766 4.152 -3.082
H 1.247 4.887 1.759
C 2.934 2.989 0.307
C 3.973 3.922 0.325
C -1.284 -4.327 -2.726
O -1.976 -1.261 0.803
H 2.316 -5.502 3.718
H 1.322 -7.647 -0.269
C 5.111 3.734 1.099
H 5.903 4.475 1.090
C 1.833 2.132 -4.724
C 2.470 -4.506 -0.801
H 3.166 4.942 -2.456
N -2.276 1.011 2.059
C 1.213 6.082 -0.676
H 3.294 -4.124 -1.508
H 0.633 6.964 -0.370
C -0.720 -5.498 -3.240
C -2.655 0.701 -1.422
H 4.319 0.743 2.465
N -1.038 -3.971 -1.416
H -1.361 -3.393 1.541
C -0.517 -4.882 -0.671
H 0.172 -6.766 1.709
C 1.330 -4.016 1.110
H -4.669 2.265 -0.398
H -5.331 0.924 -1.343
H -4.939 1.079 2.771
N -1.136 -4.374 1.695
H 2.726 -6.353 -1.751
H -3.889 -2.691 1.293
*
```

---

[3]
Computed, not measured: the ion C33H48N2OP with charge +1 at a distorted geometry, with ωB97M-V with the def2-TZVPD basis set.

Its max |F| is 3.73 eV Å⁻¹. The calculation puts the gap between HOMO and LUMO at 7.620 eV. The HOMO energy comes out at -0.3881 Ha.

```
! wB97M-V def2-TZVPD RIJCOSX def2/J DEFGRID3
* xyz 1 1
C -1.407 -2.354 1.513
H -3.961 -2.850 2.210
C -0.057 2.000 2.858
H 0.271 0.121 1.899
H -6.029 -0.775 4.647
C -8.397 -5.604 1.870
C -0.217 1.468 -0.411
C -7.356 -4.882 1.269
C -5.207 2.533 -0.812
H -3.997 -0.844 0.675
H -1.872 -2.511 -1.136
C -4.679 1.322 -0.380
C -2.323 -1.585 -0.760
C -6.990 -2.524 3.828
C -3.829 -0.150 1.508
H -11.037 -4.448 0.051
H 0.271 2.551 1.971
H -1.277 0.193 4.558
H -6.715 -1.852 5.873
H -9.897 -1.622 3.825
H -6.215 4.335 -0.219
C -8.966 -3.892 -0.258
H -9.178 -3.237 -1.107
H -10.513 -5.986 1.956
C -9.717 -5.430 1.453
C -5.641 -4.433 3.134
C -8.204 -0.636 4.807
H -0.696 -1.288 3.745
H -5.488 -0.267 2.915
H -8.594 -4.793 5.812
H -5.721 -6.120 1.843
H 0.805 1.960 3.542
H -6.826 -3.532 -0.327
H -2.237 -0.833 -1.554
H -2.017 3.596 -0.442
H 0.556 1.638 0.349
H -2.339 1.270 -0.652
C -8.665 -3.898 5.182
O -6.785 -5.995 4.650
C -5.751 3.415 0.128
P -2.062 0.295 1.458
C -4.562 1.092 0.997
C -1.647 1.571 0.147
H -1.523 -3.304 0.980
C -6.671 -4.870 4.162
H -5.214 2.751 -1.878
H -1.227 3.502 1.141
H -8.020 0.445 4.750
H -9.521 -4.016 4.494
C -0.493 0.559 2.565
H -8.822 -3.013 5.805
H -9.242 -0.260 2.908
C -6.886 -1.405 4.887
C -1.545 -1.206 0.514
H -4.303 0.577 -1.086
C -7.646 -4.060 0.169
H -0.543 -0.923 0.180
C -5.063 1.979 1.940
C -4.726 -2.221 2.673
C -4.636 -0.853 2.584
H -2.146 -2.333 2.325
H -4.644 -4.772 3.466
C -8.040 -2.061 2.794
C -0.522 -0.216 3.874
N -5.716 -2.968 3.234
H -8.164 -6.320 2.663
N -7.426 -3.767 4.463
H 0.455 -0.085 4.361
C -10.005 -4.567 0.391
H -2.969 3.129 0.971
C -5.938 -5.045 1.747
C -8.964 -1.109 3.546
H -7.523 -1.556 1.965
H -0.850 2.570 3.362
H -0.106 2.238 -1.187
H -6.291 3.700 2.230
H -0.410 -2.338 1.971
H -3.388 -1.804 -0.616
H -8.813 -0.810 5.702
H -4.911 1.760 3.002
C -5.753 3.105 1.491
H -0.038 0.499 -0.891
H -8.560 -2.931 2.374
C -1.984 3.030 0.501
H -5.237 -4.638 1.010
*
```

---

[4]
Computed, not measured: a structure of composition C33H49BBrCl8IrN6Si2, with ωB97M-V with the def2-TZVPD basis set.

The expectation value of S² is 0.78. Its max |F| is 0.74 eV Å⁻¹. The calculation puts the gap between HOMO and LUMO (alpha / beta) at 7.860 / 5.085 eV. The HOMO energy (alpha / beta) comes out at -0.4246 / -0.4238 Ha.

```
! wB97M-V def2-TZVPD RIJCOSX def2/J DEFGRID3
* xyz 1 2
H -0.257 0.259 -3.591
H -3.095 1.122 0.660
H 5.419 -5.367 -2.469
C 1.949 -7.398 -0.691
H 3.004 -7.307 -0.434
H 0.766 5.488 2.565
N -0.429 1.629 1.052
H 1.546 -2.846 3.774
H 4.085 -1.303 3.671
N 2.130 1.527 -0.568
H 2.353 -5.519 1.357
C 4.088 -3.060 -2.085
H 4.164 2.399 3.252
C 4.570 1.511 2.769
H -1.661 4.431 2.172
C 1.671 -3.800 -4.271
H 1.112 -3.759 -5.211
C -1.503 2.399 1.352
H 0.623 -6.129 -4.923
C -0.335 -6.401 -0.607
H 3.808 -2.871 -3.119
C -2.845 0.942 -2.787
C -0.529 -4.323 -3.247
N 1.633 -0.382 1.705
Cl -3.637 -0.836 2.083
C 3.673 -4.457 -1.591
N 1.259 0.594 -1.026
C 1.459 0.499 -2.346
H -0.953 -5.516 -0.439
C 0.948 -4.745 -3.303
C 3.972 3.007 -1.369
N 2.446 0.711 1.744
Cl -3.193 2.337 -3.719
H 2.050 -6.533 -3.976
H 1.003 -6.603 1.678
H 0.300 -1.241 -2.845
Si -1.572 -1.002 2.261
H 5.041 1.822 1.837
C 4.334 -5.507 -2.505
H 0.908 -2.976 2.140
H -0.563 -6.801 -1.593
C 3.403 -0.793 3.012
H 4.146 -5.621 0.216
H 1.192 -0.511 -4.188
B 2.110 1.920 0.907
Cl -4.070 -2.862 -2.713
H 2.882 2.802 1.107
Ir -0.134 -0.234 0.432
H 4.429 3.245 -2.327
C 1.326 -5.747 1.078
Cl -1.477 -2.911 3.058
H 2.589 -3.388 2.457
C 2.232 -1.315 2.477
C 0.624 -0.302 -3.285
H 3.572 3.926 -0.942
C 1.027 -6.162 -3.907
Cl -1.091 2.468 -1.556
H 0.697 -4.900 1.354
H 2.907 1.482 -3.707
H 1.972 4.263 2.972
H 5.321 -4.385 -0.209
C -1.886 0.964 -1.785
C 1.159 -6.105 -0.406
C 2.902 1.986 -1.566
C 4.251 -4.611 -0.176
H 1.877 -7.718 -1.731
C 3.508 0.494 2.527
C -1.049 3.609 1.843
N 0.688 2.386 1.282
H -3.501 2.157 2.020
C -3.251 -1.408 -2.328
Cl -2.079 -2.826 -0.443
Br 1.072 -2.739 -0.519
H 4.129 -6.530 -2.192
H 1.534 -8.200 -0.074
C -1.595 -0.181 -0.963
H 5.178 -2.988 -2.024
H -3.319 2.851 0.404
C 0.331 3.570 1.788
H -0.638 -7.156 0.124
H -0.649 -3.296 -2.895
H -0.945 -4.376 -4.258
H 1.919 4.937 1.344
H -1.136 -4.962 -2.609
H 3.791 -3.913 0.527
H 1.744 -2.790 -3.878
C -3.523 -0.250 -3.070
C 2.509 1.341 -2.717
H 2.677 -4.144 -4.509
C 1.777 -2.707 2.718
H 5.335 1.089 3.417
Cl -1.080 0.192 3.891
H 4.032 -5.402 -3.547
C 1.306 4.623 2.188
C -2.331 -1.361 -1.295
H 4.753 2.640 -0.701
H 3.670 -2.264 -1.467
Si 1.779 -4.733 -1.585
H 0.439 -6.890 -3.350
C -2.932 2.096 1.093
Cl -4.671 -0.298 -4.320
*
```